# 1
{"formula": "C32H27ClN4O5RhS3", "method": "ωB97M-V/def2-TZVPD", "species": ["Rh", "S", "C", "N", "C", "C", "C", "C", "C", "C", "S", "H", "H", "H", "H", "O", "S", "C", "C", "C", "C", "C", "C", "C", "C", "C", "C", "C", "C", "C", "C", "H", "H", "H", "H", "H", "H", "H", "H", "H", "H", "H", "H", "H", "H", "C", "C", "N", "C", "C", "C", "C", "C", "C", "C", "C", "N", "C", "N", "H", "H", "H", "H", "H", "H", "H", "H", "H", "O", "Cl", "O", "O", "O"], "xyz": [[0.93545, -1.15552, -0.21574], [3.22605, -0.87055, 0.26824], [2.47570, -0.53028, 1.78394], [1.17724, -0.58146, 1.65934], [0.47979, -0.33354, 2.82990], [-0.89791, -0.25659, 2.99410], [-1.37993, 0.05073, 4.25179], [-0.51051, 0.27820, 5.32259], [0.86206, 0.21049, 5.15980], [1.35255, -0.09609, 3.89685], [3.02528, -0.20774, 3.37701], [-1.56241, -0.43723, 2.15770], [-2.44716, 0.09285, 4.41356], [-0.91701, 0.51279, 6.29662], [1.53084, 0.39656, 5.98909], [0.98660, 0.82657, -0.73268], [-0.02887, 1.80171, -1.34341], [0.39158, 3.36605, -0.53199], [1.82747, 3.78239, -0.62888], [2.81874, 3.09815, 0.07073], [4.14441, 3.48672, -0.03926], [4.49120, 4.56782, -0.83799], [3.50626, 5.26645, -1.52053], [2.17984, 4.87396, -1.41686], [0.59425, 2.07555, -3.01113], [-0.25295, 3.09335, -3.72653], [-1.63263, 2.92501, -3.82728], [-2.40381, 3.87112, -4.48551], [-1.80413, 4.98472, -5.05645], [-0.42913, 5.14879, -4.97187], [0.34293, 4.20909, -4.30497], [0.06904, 3.19950, 0.49768], [-0.28498, 4.09459, -0.98405], [2.54979, 2.25913, 0.69854], [4.90924, 2.94750, 0.50433], [5.52604, 4.87278, -0.91844], [3.76886, 6.12190, -2.12879], [1.40964, 5.42575, -1.94195], [0.54110, 1.08671, -3.46974], [1.63853, 2.37731, -2.92308], [-2.10385, 2.04631, -3.40339], [-3.47410, 3.73269, -4.56093], [-2.40665, 5.71896, -5.57417], [0.04452, 6.00762, -5.42872], [1.41724, 4.33372, -4.24461], [2.02786, -5.25110, 0.54367], [2.06282, -3.87797, 0.42078], [0.93943, -3.15162, 0.28570], [-0.23578, -3.78486, 0.29369], [-0.35618, -5.15930, 0.37503], [0.80840, -5.90569, 0.49093], [-1.66228, -5.81112, 0.19099], [-2.82278, -5.47785, 0.74909], [-3.04447, -4.43964, 1.77843], [-4.29070, -3.84237, 1.91813], [-4.43648, -2.91394, 2.93450], [-3.44251, -2.59931, 3.76076], [-2.29390, -3.23522, 3.55144], [-2.03592, -4.13107, 2.60615], [2.95616, -5.79421, 0.64508], [2.99612, -3.33907, 0.41568], [-1.11718, -3.17324, 0.18438], [0.75894, -6.98647, 0.52964], [-1.65674, -6.64396, -0.50481], [-3.70437, -6.03144, 0.44729], [-5.11443, -4.09877, 1.26650], [-5.38032, -2.40458, 3.09312], [-1.47860, -2.99943, 4.22937], [-1.78434, -2.73236, -2.30857], [-1.07753, -1.53657, -2.07876], [0.38572, -1.73792, -2.24942], [-1.51762, -0.46194, -2.88467], [-1.16951, -1.15357, -0.62705]], "charge": 1, "lumo_energy_ev": -3.5, "e_above_lowest_kj_mol": 4.7, "max_force_ev_per_a": 0.42, "homo_energy_ev": -11.22}

# 2
{"formula": "C32H27Co2O7Si", "method": "ωB97M-V/def2-TZVPD", "species": ["C", "Si", "C", "C", "O", "C", "C", "C", "C", "C", "C", "C", "C", "C", "C", "C", "C", "C", "C", "H", "H", "H", "H", "H", "H", "H", "H", "H", "H", "H", "H", "H", "H", "H", "H", "H", "H", "H", "H", "O", "C", "Co", "C", "O", "C", "O", "C", "C", "C", "C", "C", "C", "C", "C", "C", "Co", "C", "O", "C", "O", "C", "O", "H", "H", "H", "H", "H", "H", "H"], "xyz": [[-4.38240, 2.74560, -1.66477], [-2.65884, 2.88215, -2.32485], [-2.12735, 1.46910, -3.43259], [-2.37787, 4.52158, -3.18343], [-1.76004, 2.78104, -0.86602], [-0.41102, 2.69196, -0.69984], [0.14209, 1.58139, -0.09804], [1.56062, 1.52420, 0.16202], [2.32261, 2.65240, 0.55082], [3.71632, 2.60232, 0.56902], [4.38412, 1.39094, 0.31841], [3.63344, 0.22839, 0.07575], [2.24684, 0.29850, 0.01865], [0.35513, 3.82538, -1.25904], [1.35908, 3.61766, -2.22717], [1.94198, 4.70751, -2.87978], [1.55698, 6.00963, -2.54946], [0.59285, 6.22307, -1.55749], [-0.00783, 5.14311, -0.91546], [-5.11398, 2.73606, -2.48436], [-4.50960, 1.82147, -1.08357], [-4.61363, 3.60120, -1.01308], [-2.72305, 1.46927, -4.35544], [-1.07208, 1.55009, -3.72310], [-2.27941, 0.50305, -2.93464], [-3.10563, 4.60795, -4.00165], [-2.53816, 5.35986, -2.49633], [-1.37232, 4.61950, -3.60749], [-0.47022, 0.71410, 0.15290], [1.79763, 3.56862, 0.81988], [4.28672, 3.50967, 0.79541], [5.47907, 1.35057, 0.35052], [4.13271, -0.73369, -0.06440], [1.64689, -0.58301, -0.19184], [1.67484, 2.59397, -2.44503], [2.71107, 4.52977, -3.63754], [2.01801, 6.85908, -3.05338], [0.29250, 7.23445, -1.26994], [-0.76569, 5.29508, -0.14088], [3.12298, -7.07732, 0.97731], [2.15323, -6.45268, 1.07854], [0.65649, -5.68820, 1.91942], [0.58983, -6.83946, 3.28238], [0.58858, -7.52205, 4.21868], [1.37636, -4.31040, 2.69130], [1.87068, -3.47309, 3.32070], [-0.69828, -5.79538, 0.74144], [-0.89346, -4.81615, 1.72783], [-1.84735, -3.94570, 2.14668], [-1.57783, -2.75122, 2.92665], [-2.31944, -2.46720, 4.09586], [-2.03817, -1.33551, 4.84907], [-1.08937, -0.41960, 4.36560], [-0.37973, -0.66726, 3.17440], [-0.57240, -1.86014, 2.48910], [0.66373, -5.39549, -0.50799], [1.50420, -6.38256, -1.66952], [2.15468, -7.03794, -2.36033], [1.44739, -3.81346, -0.36150], [2.10769, -2.86223, -0.30617], [-0.51487, -5.06852, -1.75498], [-1.27783, -4.88082, -2.60294], [-1.47841, -6.50041, 0.43770], [-2.89601, -4.24995, 1.96212], [-3.06498, -3.18934, 4.41736], [-2.55128, -1.17904, 5.80576], [-0.91801, 0.50381, 4.92474], [0.33391, 0.06255, 2.78867], [-0.01472, -2.08823, 1.56936]], "charge": -1, "lumo_energy_ev": 2.2, "e_above_lowest_kj_mol": 14.1, "max_force_ev_per_a": 5.13, "homo_energy_ev": -3.99}